The following is a DFT calculation (ωB97M-V/def2-TZVPD) of a 12-piece molecular cluster, C29H78BNO13Si overall at a distorted geometry.

Calculated values
total charge	0
spin multiplicity	1
calculated total energy	-67994.4740	eV
E_LUMO	0.42	eV
structure (SMILES)	CCOB(O)[SiH2]c1cccnc1.CCO.CCO.CCO.CCO.CCO.CCO.CCO.CCO.CCO.CCO.CCO
gap between HOMO and LUMO	0.33626	Eh
max |F|	5.9	eV Å⁻¹

Structure (XYZ):
```
123
Properties=species:S:1:pos:R:3:forces:R:3
C 4.609 -4.179 -3.905 -0.325 -0.115 -0.031
C 3.127 -3.614 -3.621 1.171 -1.258 0.029
O 3.183 -2.168 -3.345 -1.548 -0.554 -1.901
B 2.229 -1.470 -4.185 1.769 -0.595 -1.010
O 2.402 -1.341 -5.624 0.992 -0.401 2.814
Si 0.634 -0.743 -3.268 -1.110 -0.355 -0.717
C -0.760 -2.042 -3.615 -1.134 -0.952 -0.634
C -0.875 -2.582 -5.076 -3.789 -2.192 3.969
C -2.022 -3.652 -5.200 1.767 2.480 2.833
C -2.795 -3.956 -3.905 0.725 0.419 -1.199
N -2.683 -3.411 -2.604 2.553 1.193 -2.775
C -1.661 -2.443 -2.435 0.186 -1.246 -3.687
H 5.291 -4.044 -2.994 -1.037 -0.076 -1.358
H 5.091 -3.668 -4.812 -0.752 -0.629 1.326
H 4.554 -5.304 -4.140 0.007 1.660 0.381
H 2.714 -4.187 -2.706 0.509 1.190 -1.332
H 2.451 -3.860 -4.512 0.873 0.463 1.156
H 3.356 -1.535 -5.799 -1.022 -0.023 -0.109
H 0.860 -0.572 -1.825 -0.065 0.017 0.140
H 0.297 0.544 -3.926 -0.141 0.055 0.245
H -0.220 -2.253 -5.943 -0.887 -0.478 1.357
H -2.247 -4.158 -6.208 0.316 0.795 1.952
H -3.605 -4.770 -4.020 1.380 1.467 0.331
H -1.488 -1.977 -1.398 -0.415 -0.886 -1.854
C 0.606 -7.048 -8.434 0.136 -0.104 0.015
C -0.287 -6.207 -7.545 -0.049 -0.095 -0.385
O -0.450 -4.907 -8.100 -0.082 0.234 0.086
H 1.586 -6.577 -8.550 -0.070 -0.034 0.093
H 0.744 -8.048 -8.016 -0.002 0.020 -0.080
H 0.177 -7.142 -9.436 -0.045 -0.088 0.077
H 0.156 -6.098 -6.552 -0.100 0.180 -0.081
H -1.274 -6.668 -7.434 0.069 -0.151 0.152
H -0.850 -5.011 -8.973 0.106 0.075 0.183
C -5.783 -8.002 -2.895 -0.170 -0.001 0.027
C -4.798 -8.312 -4.005 0.075 0.089 0.382
O -3.820 -7.283 -4.096 0.135 0.086 -0.145
H -6.278 -7.045 -3.078 0.017 -0.106 -0.060
H -6.544 -8.783 -2.819 0.028 0.046 0.060
H -5.269 -7.918 -1.934 -0.029 -0.114 -0.029
H -5.313 -8.374 -4.967 0.182 0.106 0.012
H -4.291 -9.264 -3.823 -0.155 -0.113 -0.057
H -3.363 -7.239 -3.245 -0.073 0.039 -0.198
C 7.713 -1.321 -1.876 -0.038 0.062 0.153
C 8.683 -2.369 -2.383 -0.234 0.254 -0.224
O 8.026 -3.253 -3.283 0.014 -0.213 -0.073
H 6.867 -1.793 -1.370 0.114 0.006 0.004
H 8.205 -0.638 -1.178 -0.064 0.019 -0.050
H 7.303 -0.739 -2.706 0.099 0.044 0.041
H 9.074 -2.962 -1.553 -0.062 -0.100 -0.179
H 9.527 -1.902 -2.901 0.097 0.058 0.173
H 7.691 -2.723 -4.019 0.056 -0.137 0.167
C -1.310 1.791 -6.469 -0.124 0.116 -0.092
C -1.423 0.644 -7.454 0.298 0.045 0.342
O -0.191 0.465 -8.144 0.089 -0.124 -0.176
H -1.045 2.716 -6.986 -0.068 -0.091 0.058
H -2.252 1.942 -5.936 0.056 0.007 0.047
H -0.520 1.597 -5.739 -0.103 -0.045 -0.022
H -2.198 0.852 -8.195 0.180 -0.082 -0.073
H -1.677 -0.289 -6.940 -0.219 0.028 0.029
H 0.488 0.273 -7.483 -0.117 0.052 -0.149
C -0.684 5.091 -3.205 -0.145 -0.018 0.195
C 0.042 4.024 -4.000 0.055 0.441 0.038
O 0.165 4.422 -5.362 0.071 -0.054 -0.223
H -1.678 5.271 -3.623 0.062 -0.100 0.007
H -0.789 4.794 -2.159 0.035 0.070 -0.015
H -0.143 6.041 -3.248 0.052 -0.062 0.079
H -0.512 3.084 -3.972 0.085 0.076 -0.161
H 1.043 3.848 -3.594 -0.065 -0.116 0.167
H 0.664 5.250 -5.379 -0.125 -0.186 -0.006
C -1.891 5.303 2.074 -0.093 0.134 0.078
C -2.002 4.162 1.083 0.322 0.073 0.290
O -0.769 3.992 0.394 0.098 -0.103 -0.189
H -1.627 6.232 1.562 -0.098 -0.083 -0.024
H -2.833 5.450 2.608 0.076 0.018 0.036
H -1.100 5.105 2.804 -0.098 -0.072 0.031
H -2.777 4.373 0.343 0.183 -0.085 -0.075
H -2.255 3.225 1.590 -0.199 0.045 0.045
H -0.090 3.797 1.055 -0.105 0.058 -0.139
C -0.640 2.418 4.807 -0.016 -0.113 -0.179
C 0.335 2.105 3.690 -0.013 0.170 0.546
O 1.314 3.136 3.591 0.247 0.171 -0.306
H -1.136 3.376 4.627 -0.007 -0.095 -0.053
H -1.399 1.641 4.892 0.115 0.170 0.091
H -0.118 2.505 5.764 -0.007 -0.108 -0.020
H -0.187 2.041 2.733 0.166 0.068 -0.022
H 0.844 1.153 3.871 -0.142 -0.097 -0.088
H 1.777 3.182 4.438 -0.086 0.119 -0.187
C -3.910 0.151 7.936 0.079 0.054 0.103
C -3.802 1.413 7.103 -0.218 -0.373 -0.011
O -3.187 1.125 5.851 -0.164 -0.040 -0.142
H -2.922 -0.282 8.108 -0.103 0.079 0.050
H -4.376 0.360 8.902 0.017 -0.106 -0.041
H -4.504 -0.606 7.416 -0.067 0.058 0.078
H -3.191 2.159 7.615 0.040 -0.025 -0.219
H -4.790 1.845 6.917 -0.006 0.096 0.159
H -3.737 0.472 5.399 0.117 0.129 0.118
C 3.945 7.070 2.935 0.087 0.144 -0.038
C 3.957 5.916 3.917 -0.242 0.046 -0.305
O 2.659 5.727 4.468 -0.083 -0.080 0.267
H 3.622 7.991 3.428 0.089 -0.083 0.022
H 4.939 7.230 2.507 -0.072 0.014 -0.036
H 3.239 6.879 2.121 0.113 -0.061 -0.016
H 4.647 6.120 4.738 -0.171 -0.070 0.044
H 4.269 4.989 3.426 0.178 0.046 -0.012
H 2.056 5.538 3.736 0.056 -0.084 0.204
C -5.474 -3.153 11.110 -0.175 -0.005 0.021
C -4.497 -3.470 9.995 0.110 0.098 0.389
O -3.517 -2.444 9.894 0.126 0.074 -0.120
H -5.967 -2.195 10.928 0.013 -0.106 -0.064
H -6.236 -3.932 11.195 0.028 0.050 0.065
H -4.953 -3.066 12.068 -0.029 -0.121 -0.025
H -5.018 -3.534 9.038 0.181 0.105 0.008
H -3.991 -4.423 10.178 -0.166 -0.116 -0.058
H -3.054 -2.398 10.740 -0.086 0.006 -0.203
C 2.600 7.942 8.021 0.092 0.200 0.014
C 2.016 6.810 8.841 0.133 -0.067 -0.404
O 1.137 6.030 8.041 -0.134 -0.184 0.044
H 1.804 8.579 7.625 0.032 -0.051 0.107
H 3.274 8.555 8.624 0.006 -0.003 -0.069
H 3.153 7.552 7.162 0.040 -0.006 0.086
H 1.446 7.203 9.685 -0.078 -0.152 -0.105
H 2.807 6.161 9.231 0.075 0.135 0.156
H 1.652 5.679 7.301 -0.159 0.130 0.063
```
Forces are in eV/Å.

***

The following is a DFT calculation (ωB97M-V/def2-TZVPD) of a 13-piece molecular cluster, C29H79ClNO14 overall at a distorted geometry.

Calculated values
total charge	-1
spin multiplicity	1
calculated total energy	-74028.6276	eV
E_LUMO	1.64	eV
gap between HOMO and LUMO	0.20996	Eh
max |F|	3.7	eV Å⁻¹

Structure (XYZ):
```
124
Properties=species:S:1:pos:R:3:forces:R:3
C -3.879 2.107 -3.370 0.791 -0.316 0.010
C -2.525 2.171 -3.572 -0.843 0.598 0.203
C -1.536 3.096 -2.805 0.383 -0.079 -1.608
C -1.255 2.671 -1.326 -0.048 2.068 0.636
N -2.399 2.791 -0.428 0.345 -0.875 -0.687
Cl -0.514 0.982 -1.211 -0.363 0.125 -0.416
C -0.140 3.709 -0.777 1.108 3.206 1.457
O 1.062 3.376 -0.717 -0.468 -1.197 -0.605
O -0.512 4.898 -0.404 -0.609 -2.911 -1.350
H -4.381 1.110 -3.408 0.166 1.196 -1.094
H -4.522 2.978 -3.102 0.888 -0.805 0.765
H -2.117 1.525 -4.395 -0.001 -0.191 1.663
H -1.806 4.190 -2.852 -0.063 -1.113 0.492
H -0.546 3.024 -3.344 -0.876 0.091 0.699
H -3.288 2.610 -0.899 0.381 -0.241 0.027
H -2.254 2.090 0.303 -0.359 0.466 -0.162
C 3.119 -0.468 -0.651 -0.144 -0.084 -0.009
C 4.397 0.323 -0.479 -0.322 0.087 0.081
O 4.451 1.380 -1.438 0.118 0.047 -0.100
H 3.058 -0.886 -1.659 0.071 -0.015 0.041
H 3.059 -1.285 0.072 -0.005 0.039 0.014
H 2.254 0.184 -0.521 -0.050 -0.012 0.075
H 5.269 -0.316 -0.630 0.068 0.194 -0.093
H 4.453 0.753 0.525 0.035 -0.156 0.051
H 3.680 1.947 -1.293 0.027 -0.005 -0.103
C -8.142 -1.206 -2.592 0.212 -0.075 0.105
C -7.516 0.134 -2.258 -0.269 -0.140 -0.400
O -6.577 0.509 -3.263 0.004 0.035 0.116
H -7.374 -1.977 -2.677 -0.113 0.197 0.126
H -8.858 -1.505 -1.824 -0.067 -0.009 -0.105
H -8.657 -1.163 -3.552 -0.112 0.090 0.142
H -6.983 0.081 -1.307 0.128 0.107 -0.128
H -8.281 0.914 -2.183 -0.040 -0.028 0.182
H -7.054 0.565 -4.099 0.085 -0.007 0.093
C 7.785 3.316 -2.355 0.075 0.147 -0.045
C 8.045 1.850 -2.649 -0.488 -0.008 0.164
O 7.207 1.029 -1.851 0.280 -0.109 -0.178
H 7.963 3.532 -1.300 0.052 -0.050 -0.048
H 8.431 3.957 -2.961 -0.038 0.032 0.012
H 6.743 3.572 -2.562 0.050 -0.017 -0.064
H 9.081 1.592 -2.421 -0.062 -0.093 0.022
H 7.858 1.625 -3.705 0.179 0.116 -0.092
H 6.286 1.255 -2.064 -0.038 0.013 0.305
C -11.777 -1.303 -6.155 -0.148 0.257 -0.095
C -10.713 -1.645 -5.131 -0.545 -0.200 -0.026
O -11.220 -1.487 -3.808 0.106 0.088 0.125
H -12.123 -0.276 -6.021 0.068 -0.025 0.083
H -11.392 -1.416 -7.165 -0.086 0.009 0.084
H -12.650 -1.952 -6.036 0.056 -0.068 -0.026
H -9.854 -0.982 -5.240 -0.058 -0.008 0.126
H -10.372 -2.678 -5.256 0.134 0.057 -0.172
H -11.973 -2.082 -3.715 0.085 0.091 -0.011
C -3.064 7.966 -4.656 0.081 0.117 0.037
C -2.859 6.493 -4.952 -0.376 0.121 0.044
O -3.729 5.700 -4.156 0.062 -0.127 0.027
H -2.879 8.172 -3.601 0.080 -0.066 -0.057
H -2.394 8.584 -5.259 -0.051 0.028 0.013
H -4.097 8.262 -4.865 0.039 0.007 -0.109
H -1.835 6.197 -4.723 -0.117 -0.121 0.084
H -3.053 6.277 -6.009 0.170 0.075 -0.074
H -4.634 5.956 -4.367 0.104 -0.051 0.053
C -4.537 -5.254 -1.875 0.120 0.001 0.013
C -5.667 -4.351 -1.419 -0.017 -0.309 -0.244
O -6.395 -3.859 -2.541 0.049 -0.083 0.016
H -3.859 -4.713 -2.538 -0.017 0.041 0.105
H -3.969 -5.630 -1.021 -0.001 -0.031 -0.053
H -4.927 -6.106 -2.440 -0.018 -0.043 0.109
H -5.273 -3.492 -0.875 -0.126 0.061 -0.130
H -6.356 -4.891 -0.762 0.106 0.015 0.147
H -6.749 -4.620 -3.015 0.046 0.104 0.039
C 3.745 2.749 3.232 -0.066 0.102 -0.030
C 3.524 1.387 3.856 0.306 0.348 -0.057
O 4.362 0.414 3.231 0.087 -0.539 0.197
H 3.534 2.718 2.161 -0.127 0.000 0.074
H 3.103 3.500 3.696 0.023 0.021 -0.072
H 4.789 3.060 3.343 -0.016 0.000 0.119
H 2.489 1.071 3.724 0.120 -0.148 -0.074
H 3.745 1.407 4.929 -0.127 0.065 0.052
H 5.278 0.691 3.356 -0.130 0.115 -0.138
C -7.937 -3.002 -9.340 0.093 0.054 -0.040
C -8.622 -3.015 -7.988 -0.089 -0.205 -0.346
O -10.010 -2.717 -8.129 0.115 -0.099 -0.045
H -8.051 -2.026 -9.818 0.046 -0.007 0.092
H -6.872 -3.222 -9.241 -0.034 -0.013 -0.048
H -8.387 -3.740 -10.010 0.075 -0.067 0.058
H -8.184 -2.263 -7.331 -0.180 -0.001 0.023
H -8.519 -3.994 -7.509 0.171 0.040 0.060
H -10.395 -3.389 -8.703 0.040 0.095 0.055
C 2.374 7.996 3.410 0.078 0.105 0.074
C 2.646 6.529 3.138 -0.428 0.103 -0.186
O 1.795 5.710 3.934 0.124 -0.051 0.274
H 2.534 8.226 4.466 0.074 -0.030 -0.040
H 3.026 8.633 2.807 -0.062 0.021 0.000
H 1.334 8.244 3.182 0.058 -0.005 -0.126
H 3.679 6.280 3.385 -0.103 -0.134 0.092
H 2.476 6.290 2.083 0.134 0.065 -0.033
H 0.884 5.927 3.703 0.111 -0.154 -0.107
C 4.347 -2.693 6.611 -0.012 -0.139 0.055
C 4.911 -1.325 6.939 -0.167 -0.069 -0.412
O 5.859 -0.930 5.952 0.241 -0.005 0.032
H 5.150 -3.433 6.559 -0.019 0.026 0.077
H 3.624 -3.010 7.366 -0.010 -0.016 -0.050
H 3.856 -2.686 5.635 -0.071 0.059 0.073
H 5.420 -1.342 7.904 0.100 0.094 -0.103
H 4.114 -0.575 6.982 -0.051 -0.050 0.156
H 5.400 -0.907 5.101 -0.031 0.062 0.048
C 8.346 -3.914 8.067 0.036 -0.042 0.130
C 8.857 -4.464 6.748 -0.261 0.451 -0.017
O 7.860 -4.343 5.741 -0.009 -0.135 -0.075
H 7.446 -4.446 8.382 0.076 -0.059 -0.020
H 9.103 -4.009 8.850 -0.046 0.058 0.025
H 8.076 -2.860 7.967 0.109 -0.002 -0.001
H 9.106 -5.522 6.845 -0.077 0.015 -0.170
H 9.753 -3.926 6.423 0.128 -0.097 0.144
H 7.649 -3.404 5.652 -0.048 -0.102 -0.026
C 7.852 -7.795 8.985 -0.067 0.068 -0.117
C 9.314 -7.500 9.257 -0.244 -0.374 0.198
O 9.570 -7.523 10.659 0.168 0.167 0.071
H 7.215 -7.063 9.484 0.073 0.033 -0.067
H 7.641 -7.774 7.914 -0.048 -0.031 0.036
H 7.577 -8.778 9.377 0.048 -0.029 -0.104
H 9.579 -6.511 8.884 0.077 -0.020 0.197
H 9.960 -8.237 8.769 -0.027 0.078 -0.180
H 9.342 -8.403 10.981 0.024 0.119 -0.025
```
Forces are in eV/Å.